(1)
ORCA calculation (ωB97M-V with the def2-TZVPD basis set) on C79H157Br21N12O6 as an isolated structure at a distorted geometry.

Properties
* strongest force on any atom: 0.07875 Eh/bohr
* calculated total energy: -58266.4435 a.u.
* lowest unoccupied orbital energy: -0.8 eV
* net charge: 0
* HOMO-LUMO gap: 0.2603 hartree

Geometry (Å):
1 H -18.8618 -9.5414 -25.2191
2 N -18.4475 -14.6922 -27.2854
3 C -20.4246 -17.2791 -22.8053
4 H -24.4666 -15.3249 -19.6123
5 C -24.7783 -16.3363 -19.9666
6 H -29.1074 -6.7300 -18.8962
7 H -21.9297 -8.7248 -23.7175
8 C -28.4502 -9.4013 -22.8607
9 H -15.9242 -11.1426 -20.9784
10 H -19.1906 -5.1742 -20.9419
11 H -26.5130 -9.9253 -22.1211
12 C -18.4747 -6.4857 -23.2598
13 N -21.2240 -9.5022 -28.9854
14 C -19.1297 -9.3946 -30.3737
15 C -29.0593 -12.7490 -20.4287
16 H -22.6542 -20.4118 -22.9756
17 H -33.2969 -8.5512 -23.9405
18 H -18.3438 -12.9439 -30.2614
19 H -30.5272 -8.6580 -23.0789
20 C -27.8843 -6.8975 -21.8544
21 H -17.5297 -11.6272 -24.6382
22 H -21.3268 -4.9295 -26.5589
23 Br -26.1578 -2.2232 -23.4251
24 Br -21.4374 -14.0949 -17.5507
25 C -21.9950 -7.3033 -28.4013
26 O -18.6944 -13.6837 -19.2064
27 H -31.2142 -7.7675 -24.9356
28 H -14.5601 -16.6816 -21.6652
29 H -29.1250 -6.8677 -13.6476
30 N -19.5641 -8.9932 -18.6430
31 Br -26.2955 -16.9133 -19.0465
32 N -27.6810 -7.7047 -15.9752
33 C -15.2705 -14.7543 -22.3224
34 H -21.9612 -5.7092 -25.0936
35 H -25.9823 -7.6808 -21.1917
36 C -20.6394 -9.0243 -30.2467
37 H -28.3671 -8.6322 -31.2737
38 H -19.0494 -4.9531 -25.4755
39 H -18.1946 -15.1849 -29.3526
40 H -20.6405 -9.8252 -24.1459
41 Br -26.1377 -12.1715 -23.7439
42 H -25.1265 -10.8875 -33.9780
43 H -26.9959 -9.7128 -33.1453
44 H -33.6480 -11.3940 -24.0859
45 H -20.9782 -18.1779 -27.8925
46 C -32.6964 -11.0230 -23.6374
47 H -22.7320 -18.7633 -26.5878
48 C -31.9210 -10.8703 -25.9214
49 C -27.4075 -6.5946 -14.9770
50 Br -23.1884 -17.3622 -19.7172
51 C -27.3439 -10.2183 -16.2972
52 H -17.1779 -13.0913 -28.8410
53 C -26.3331 -8.6358 -30.7800
54 C -29.1248 -6.9535 -17.7997
55 H -19.7073 -8.3651 -22.8704
56 H -34.2492 -9.9613 -22.5220
57 H -21.0532 -14.5373 -26.2461
58 H -22.2357 -13.7512 -15.3130
59 H -25.5806 -6.1918 -30.2593
60 Br -25.2213 -15.9923 -21.8538
61 O -19.5178 -7.7785 -18.5822
62 C -23.4596 -19.9401 -23.6332
63 C -33.1921 -10.2491 -22.2824
64 C -14.9012 -11.3287 -25.9182
65 C -18.7895 -7.8404 -22.5622
66 H -25.8627 -8.6655 -16.2331
67 H -20.2685 -16.9277 -24.8797
68 C -17.2800 -14.9235 -20.5197
69 H -24.0892 -10.0929 -32.9111
70 H -24.3798 -20.1172 -23.0768
71 C -17.1680 -13.8021 -21.3451
72 H -17.9519 -10.5314 -23.2973
73 H -24.7169 -7.0208 -33.1800
74 C -21.9258 -10.4003 -22.5507
75 H -23.8905 -7.8298 -31.7592
76 C -20.4065 -12.2064 -22.7854
77 H -25.3282 -10.9921 -32.1098
78 C -17.3631 -10.6489 -24.1925
79 O -28.3437 -4.6789 -21.7608
80 H -26.8310 -11.1169 -15.7907
81 H -23.8866 -12.9757 -23.8935
82 H -16.5463 -14.9055 -24.9506
83 H -14.4228 -14.6883 -23.0248
84 C -22.7269 -11.4311 -29.8013
85 H -18.7022 -12.7237 -26.5399
86 N -27.6326 -5.5941 -21.3618
87 H -21.6167 -11.1854 -27.8951
88 H -24.1569 -12.3211 -21.2576
89 N -21.8214 -11.8696 -22.4573
90 H -21.2791 -9.9247 -21.8005
91 C -16.4538 -16.0004 -20.6590
92 H -18.8652 -9.2871 -31.4483
93 H -27.8089 -5.6663 -15.3666
94 H -20.0844 -11.7327 -23.7458
95 C -16.1272 -13.6868 -22.2473
96 H -16.5757 -15.5409 -27.8245
97 C -19.8477 -5.6308 -25.0716
98 N -19.7154 -5.7490 -23.6033
99 O -26.7147 -5.4295 -20.5755
100 H -17.4320 -8.5635 -24.8162
101 C -15.6568 -9.6732 -22.5685
102 H -20.8223 -13.2279 -27.4276
103 C -19.0356 -9.7257 -17.5065
104 Br -24.8519 -14.7923 -25.1353
105 H -22.6207 -11.0871 -30.8440
106 Br -21.9099 -11.3361 -15.9411
107 H -18.4832 -12.9782 -16.7067
108 H -17.9858 -6.7563 -24.2296
109 H -22.9402 -10.1690 -22.1698
110 H -15.1326 -9.3225 -25.2014
111 H -27.8041 -5.8565 -13.0888
112 Br -22.8789 -7.3844 -21.0096
113 C -21.4921 -10.9278 -28.9961
114 H -20.7264 -7.9762 -30.2706
115 H -27.1068 -10.2109 -17.3442
116 H -32.5366 -9.4139 -21.9821
117 C -32.1635 -7.8940 -25.5418
118 H -19.4240 -3.4877 -21.2234
119 O -18.5026 -15.7790 -18.7864
120 H -16.0141 -8.6131 -22.7363
121 H -31.7683 -8.1300 -26.5877
122 C -22.4135 -8.7475 -28.6657
123 H -31.3139 -12.9119 -25.2159
124 C -15.3836 -15.9148 -21.5589
125 C -28.0784 -6.7646 -13.6464
126 H -25.2459 -4.1584 -21.8734
127 H -21.7359 -16.3093 -24.1245
128 H -16.0466 -12.8259 -22.8832
129 H -29.7859 -7.8035 -17.5242
130 O -19.9738 -9.6160 -19.5862
131 H -27.3066 -8.1467 -18.0326
132 H -21.1724 -9.4108 -31.1311
133 H -30.0583 -11.6846 -25.1533
134 H -16.4488 -13.9577 -27.0449
135 H -14.1753 -11.0419 -26.6858
136 H -29.4961 -13.4682 -19.7508
137 H -19.8379 -18.2029 -22.6646
138 H -32.6271 -6.8840 -25.6163
139 H -21.1908 -12.8078 -20.7143
140 H -15.8943 -16.2638 -25.7234
141 H -23.7287 -11.1981 -29.3920
142 H -33.3308 -10.9837 -21.5046
143 H -22.2259 -8.2450 -18.9384
144 H -14.5785 -9.4970 -22.5150
145 H -17.9101 -13.0032 -21.2662
146 H -29.4157 -6.0744 -17.2469
147 H -20.5475 -3.9389 -23.3980
148 H -20.4179 -14.0953 -21.9754
149 C -25.0999 -6.0547 -31.2812
150 H -18.8363 -7.7559 -21.4499
151 H -22.2793 -10.2162 -24.7397
152 C -18.7069 -9.1224 -16.2992
153 Br -24.2878 -13.2862 -16.4990
154 H -22.6685 -17.0515 -26.2383
155 H -25.4951 -9.1822 -30.1952
156 H -27.7428 -10.3422 -31.1981
157 C -18.1928 -9.8999 -15.3113
158 H -23.4205 -13.8567 -21.4904
159 H -28.0275 -9.3516 -29.7334
160 H -20.9754 -7.1252 -28.0324
161 H -17.6452 -16.2427 -25.3760
162 C -29.1633 -7.1606 -22.2917
163 H -26.7505 -8.9283 -14.5840
164 C -17.0175 -14.9187 -27.0290
165 H -27.0305 -6.4885 -17.5486
166 H -21.0526 -17.4416 -21.9319
167 C -21.6834 -9.7757 -23.8930
168 N -32.1536 -10.1470 -24.6480
169 C -26.9488 -7.8571 -21.7665
170 H -22.8652 -18.1003 -22.9026
171 C -16.7727 -15.6123 -25.6732
172 C -32.9981 -8.9785 -24.9171
173 Br -27.2124 -12.1901 -19.9569
174 H -21.0303 -14.1734 -23.5888
175 C -24.9593 -3.5711 -22.7277
176 H -26.4880 -7.7797 -30.0848
177 H -19.5763 -6.5317 -25.5594
178 H -23.5312 -13.1715 -19.8148
179 Br -29.1160 -13.6809 -22.1846
180 H -33.8349 -9.2208 -25.5735
181 H -20.5346 -11.4345 -29.2933
182 C -18.0313 -11.2701 -15.4348
183 H -30.4710 -12.3615 -26.6046
184 C -26.6970 -7.7398 -25.6105
185 H -22.9155 -9.2002 -27.8050
186 C -16.2631 -10.0828 -21.2401
187 Br -24.5789 -4.8582 -24.0932
188 H -14.6968 -12.3403 -25.5863
189 H -31.5682 -10.1666 -26.6491
190 H -19.7208 -11.7124 -22.0230
191 H -22.6986 -6.8107 -27.7513
192 H -32.8582 -11.3751 -26.3394
193 H -28.8468 -10.2596 -23.3483
194 C -22.0870 -18.0136 -26.0771
195 H -17.9775 -8.5422 -22.7398
196 H -16.5559 -16.8402 -20.0189
197 Br -24.8004 -7.9570 -25.8253
198 C -30.9133 -12.0256 -25.7081
199 H -18.5084 -8.7785 -29.6980
200 H -15.8707 -11.3330 -26.3717
201 Br -24.0251 -11.7261 -25.9994
202 Br -30.1983 -11.1931 -20.4643
203 H -20.8224 -4.5671 -21.2663
204 C -21.2063 -5.0630 -25.4420
205 C -20.5415 -13.5764 -26.4238
206 H -17.8696 -9.3936 -14.4196
207 N -15.9524 -10.6098 -23.6676
208 N -21.7889 -18.3242 -24.7036
209 H -19.7675 -14.4997 -28.8707
210 H -19.7955 -16.4421 -22.6541
211 H -19.3781 -11.6528 -18.5227
212 C -18.9024 -11.0952 -17.6845
213 C -23.2328 -7.9388 -19.2946
214 C -20.2963 -13.7268 -22.9498
215 H -17.3921 -9.5927 -26.2322
216 H -17.5236 -11.7257 -14.6306
217 H -27.6889 -7.6862 -13.0359
218 H -15.7817 -9.5136 -20.3978
219 C -22.0153 -12.2267 -21.0601
220 C -27.2338 -9.1094 -22.2877
221 H -20.0833 -18.6988 -26.5149
222 N -25.9810 -8.0882 -32.0896
223 C -26.0174 -9.1909 -33.0741
224 H -13.9990 -10.4283 -24.1914
225 H -22.5424 -12.4891 -29.8192
226 Br -23.6868 -6.6114 -18.0107
227 C -18.3985 -11.8884 -16.6390
228 C -21.0639 -17.1922 -24.1290
229 H -18.8200 -8.0561 -16.1737
230 H -23.6994 -20.4587 -24.5341
231 C -23.3649 -12.9409 -20.8632
232 C -29.4637 -8.4388 -22.7090
233 H -23.8526 -17.9454 -24.3908
234 C -27.6888 -9.3497 -30.7989
235 C -19.7965 -4.4652 -21.5101
236 H -26.0322 -8.6374 -34.0498
237 H -17.3179 -10.0261 -21.1526
238 H -18.8145 -3.8664 -23.2910
239 H -21.3321 -4.0782 -25.0335
240 H -18.6207 -12.2631 -28.6199
241 C -26.8174 -8.8692 -15.6909
242 H -18.8041 -13.9494 -25.3893
243 H -19.3336 -13.9888 -23.4111
244 C -23.0042 -18.4655 -23.8709
245 C -18.7171 -14.4272 -28.7287
246 H -21.8968 -11.2572 -20.4740
247 C -22.4533 -13.1449 -16.2151
248 H -20.2672 -16.9081 -26.9393
249 Br -27.0550 -6.0020 -26.4231
250 C -19.0587 -13.7273 -26.3860
251 H -32.0176 -11.8167 -23.4147
252 C -27.7154 -7.3778 -17.4340
253 C -14.9570 -10.3207 -24.7419
254 H -24.2008 -5.4587 -31.3907
255 C -18.2060 -13.0932 -29.1928
256 Br -23.2951 -2.8072 -22.2749
257 H -22.0218 -6.7205 -29.3340
258 C -20.7608 -17.8850 -26.8749
259 Br -27.7226 -9.1484 -26.4279
260 H -17.7978 -5.9069 -22.6618
261 C -25.0578 -10.3495 -33.0118
262 H -20.8036 -12.8721 -25.6275
263 H -23.1585 -8.7679 -29.5040
264 C -24.8240 -7.2975 -32.1540
265 H -29.9589 -6.4162 -22.1209
266 H -26.3183 -6.4906 -14.8990
267 C -24.6529 -12.9481 -24.6041
268 H -25.8799 -5.5064 -31.8616
269 C -19.7095 -4.4330 -23.0373
270 H -28.3911 -10.2320 -16.0203
271 Br -24.3393 -9.4395 -19.0623
272 H -27.0403 -7.7206 -24.6133
273 C -17.7372 -9.5469 -25.1853
274 N -18.2464 -14.7851 -19.4392
275 H -18.9739 -10.4710 -30.1127

Atomic partial charges in e from the Löwdin method, atoms 1 to 5: number 1, H, carries 0.0791; number 2, N, carries -0.1596; number 3, C, carries -0.0868; number 4, H, carries -0.0467; number 5, C, carries -1.6620

(2)
ORCA calculation (ωB97M-V with the def2-TZVPD basis set) on C79H79BaN7OP2S5 as an isolated structure at a distorted geometry.

Properties
* strongest force on any atom: 0.13241 Eh/bohr
* calculated total energy: -6214.8331 a.u.
* lowest unoccupied orbital energy: -4.0 eV
* net charge: +2
* HOMO-LUMO gap: 0.2583 hartree

Geometry (Å):
1 C -4.3068 -3.4864 2.4311
2 C 0.5933 -1.1141 -5.4572
3 C 3.3148 -2.1247 -3.2335
4 C 3.1696 -4.5496 4.8611
5 H -0.2833 -1.0314 -4.8278
6 C -4.7665 -1.3819 -1.1140
7 H -4.9243 3.8380 -6.0889
8 H 3.6121 0.3942 -5.8729
9 C 1.9486 -2.3866 3.5813
10 C 3.8898 3.9820 -5.4910
11 C -6.4813 -1.1892 -2.7856
12 H 7.8237 -0.5159 0.0293
13 H 1.1415 0.2602 8.1110
14 C 3.4110 2.9629 -4.6814
15 H -6.8547 -1.6556 -0.7237
16 H 2.8246 6.3165 -1.9408
17 C 1.2960 3.3342 -1.4613
18 C -2.5648 -1.4287 3.1475
19 S 1.5759 1.0246 -4.0178
20 H 3.8691 -2.1382 -0.2270
21 H 0.9873 -2.1544 6.2298
22 H 0.5738 3.3133 1.1245
23 H -3.5585 0.8666 1.2024
24 H -2.7147 4.1099 -2.4288
25 C 2.1857 -4.7711 3.9098
26 C -1.5406 -5.1259 -0.8172
27 H 1.0618 6.5032 -3.6618
28 H -1.3746 3.4498 -0.4060
29 C 6.7866 -0.4152 -0.2621
30 C 2.9752 -2.1788 4.5038
31 C -3.8203 -1.0897 -2.0786
32 C 5.0317 0.8672 -1.2914
33 H 3.6235 -5.3853 5.3769
34 C -2.4385 -3.6308 -2.9782
35 H 3.3076 -1.1740 4.7315
36 H -1.5179 1.3160 -5.4363
37 C 4.1570 -0.1786 -1.0548
38 C -3.9062 4.0996 -4.2198
39 O -2.0508 -1.0309 -0.1403
40 H -5.8313 -1.9755 2.3917
41 Ba -0.6215 0.5091 0.3945
42 C 2.1535 0.3571 2.8518
43 C 4.3295 1.1716 2.1880
44 S 2.4398 -0.1225 -1.5690
45 C -2.1069 -2.7352 3.0554
46 C -1.2836 3.9463 0.5555
47 N 0.0691 1.0130 -3.6672
48 C -3.2191 2.8067 1.8019
49 H 4.1546 -1.4641 -3.4110
50 C 2.6935 2.7010 3.0536
51 C 1.4070 2.8438 -6.0401
52 H 3.7670 -1.3132 -7.6641
53 H 0.5124 -2.2362 -1.3380
54 C 3.4286 0.1296 2.3401
55 C 1.1533 -3.7899 -2.6941
56 H -4.2943 -0.1571 3.0450
57 H 4.6830 1.7615 -1.7914
58 C 1.4503 -0.7299 7.7684
59 H -0.9669 -1.3103 9.2205
60 H -3.9008 2.4555 7.3852
61 H 0.3169 -4.4432 -2.4827
62 H 4.8534 4.4282 -5.2845
63 N -0.0837 -0.7155 4.2512
64 C 6.3556 0.7424 -0.8958
65 H -2.7202 2.6169 2.7552
66 H 4.3515 -3.0776 5.8769
67 C 2.1721 2.4139 -4.9651
68 N 1.4521 0.2573 -0.5637
69 C -2.0135 2.6773 -3.8649
70 H -0.8784 4.9491 0.3772
71 C 2.8841 -1.2611 -7.0415
72 H 1.8937 -2.8847 -8.0291
73 C 2.8023 -0.3048 -6.0449
74 S -2.0789 -1.1853 -1.6329
75 C 1.8274 -2.1398 -7.2470
76 H 1.3630 2.4417 -0.8461
77 C 0.5254 -0.1796 5.4932
78 C -6.1043 -1.4275 -1.4693
79 H -4.4388 -1.5897 -0.1051
80 C 1.8928 3.8636 -6.8385
81 H -2.7111 2.2622 5.2256
82 H 5.3159 0.9723 1.7891
83 H -2.7927 -5.5089 -3.9390
84 S 1.3880 -1.8501 9.1999
85 N -1.4295 1.4204 -1.5584
86 C 0.6890 -2.0693 -6.4568
87 C -1.9824 -5.7646 -1.9667
88 N 2.6278 0.8720 -2.8960
89 H -3.3898 2.0762 -6.8887
90 C -2.1918 2.0989 -5.1116
91 C -5.5243 -0.8758 -3.7405
92 C -3.4491 -0.8981 7.3087
93 C -4.0971 3.5200 -5.4685
94 H -1.2662 -3.2312 0.1720
95 C 2.1193 5.5069 -2.0796
96 H -0.4226 -1.4159 6.9761
97 H 1.5377 0.1732 5.2939
98 H 0.4474 2.3827 -6.2450
99 C 0.3194 3.4451 -2.4411
100 C 1.6541 -0.2452 -5.2666
101 C 0.5842 -1.2186 6.6152
102 N -0.3887 3.1323 1.3996
103 H 0.8174 -3.8753 2.5264
104 H 3.7246 -0.8764 2.0726
105 C 5.8944 -1.4499 -0.0080
106 C -3.9134 -1.1647 2.8988
107 H 7.0543 1.5445 -1.0931
108 H -0.0496 0.6836 5.8412
109 S -0.7970 2.0454 -2.7051
110 H -2.6176 -4.7793 2.6413
111 C 3.5742 -3.2521 5.1437
112 H -2.6531 4.8659 1.9521
113 H 2.0776 -5.1577 -4.0557
114 N -2.9661 1.6485 0.9370
115 C 2.3133 -1.7366 -2.3508
116 H -3.6722 -1.7881 7.8836
117 H -0.1311 -2.7558 -6.6201
118 H -4.5711 4.8800 -3.8753
119 H -4.9847 -4.2840 2.1553
120 C -2.8679 3.6728 -3.4099
121 H -0.4665 3.4705 2.3547
122 H -4.3592 0.4341 8.7261
123 C 1.1311 5.6155 -3.0478
124 H -7.5240 -1.2439 -3.0687
125 H -0.0306 -0.2465 10.3115
126 H -1.9805 -6.8451 -2.0202
127 C -3.8430 0.3497 7.7788
128 H 3.9806 2.5860 -3.8447
129 H -2.7788 -3.0507 -3.8258
130 C -2.9747 -3.7580 2.6942
131 P -1.5969 0.0151 3.7423
132 C 3.9642 2.4611 2.5500
133 C 3.2297 -3.3616 -3.8466
134 P 0.9362 -1.0141 2.8840
135 C 1.7886 1.6580 3.1935
136 C -0.1555 -1.2641 9.9457
137 H 2.9645 4.2856 -0.5235
138 H -3.2103 1.8735 -0.0246
139 C -1.5747 -3.7409 -0.7316
140 H 1.3080 4.2145 -7.6779
141 H -5.8234 -0.6780 -4.7613
142 C -3.2405 2.5244 -5.9153
143 C -4.1845 -0.8132 -3.3868
144 C -2.4345 -5.0155 -3.0452
145 C -2.0368 -3.0009 -1.8077
146 C 3.1332 4.4285 -6.5646
147 C 4.5735 -1.3340 -0.4086
148 C 1.5831 -3.6957 3.2736
149 C 0.2307 4.5793 -3.2386
150 C -2.7763 -1.0074 6.1039
151 H -1.0833 -2.9555 3.3242
152 H 2.5013 -0.6853 7.4774
153 H -3.3584 4.4393 0.4028
154 C 2.2033 4.3687 -1.2898
155 H -1.1764 -5.7069 0.0204
156 H -4.2837 2.9559 2.0109
157 H -0.5388 4.6644 -3.9933
158 H 4.6706 3.2759 2.4543
159 H -3.4335 -0.5566 -4.1268
160 C -4.7805 -2.1854 2.5513
161 H -0.3750 -1.9247 10.7810
162 C -2.4908 0.1337 5.3529
163 C -3.5816 1.4846 7.0291
164 H 0.7986 1.8577 3.5882
165 C 2.1441 -4.1885 -3.5781
166 H 3.5119 5.2213 -7.1962
167 H -2.4692 -1.9795 5.7394
168 H 2.4194 3.7044 3.3576
169 C -2.6723 4.0923 1.1808
170 H 6.2292 -2.3480 0.4936
171 H 1.8847 -5.7827 3.6697
172 H 4.0009 -3.6808 -4.5344
173 C -2.9113 1.3754 5.8174
174 C 1.2422 -2.5549 -2.0677

Atomic partial charges in e from the Löwdin method, atoms 1 to 5: number 1, C, carries -0.0705; number 2, C, carries -0.0598; number 3, C, carries -0.0775; number 4, C, carries -0.0650; number 5, H, carries 0.1000

Which value of strongest force on any atom does entry 1 give? 0.07875 Eh/bohr

Which value of calculated total energy does entry 2 give? -6214.8331 a.u.